{"formula": "C45H57BGeN6OOsS3", "method": "ωB97M-V/def2-TZVPD", "e_homo_ev": [-15.4, -15.4], "s_squared": 0.78, "e_tot_ev": -150723.74375, "e_lumo_ev": [-8.5, -10.7], "spin_multiplicity": 2, "total_charge": 3, "symbols": ["Os", "C", "C", "C", "C", "N", "N", "B", "N", "N", "C", "C", "C", "C", "C", "S", "C", "C", "C", "C", "N", "N", "C", "C", "C", "C", "C", "S", "C", "C", "C", "C", "C", "S", "C", "C", "C", "C", "H", "H", "H", "H", "H", "H", "H", "H", "H", "H", "H", "H", "H", "H", "H", "H", "H", "H", "H", "H", "H", "H", "H", "H", "H", "H", "H", "H", "H", "H", "H", "H", "H", "H", "H", "H", "H", "H", "H", "C", "O", "H", "H", "H", "C", "Ge", "C", "C", "C", "C", "C", "C", "C", "C", "C", "C", "C", "C", "C", "C", "C", "C", "H", "H", "H", "H", "H", "H", "H", "H", "H", "H", "H", "H", "H", "H", "H"], "coordinates": [[1.388, 0.343, 0.358], [-2.213, 3.385, -2.063], [-2.078, 1.896, -2.104], [-2.740, 1.100, -3.000], [-2.515, -0.296, -3.052], [-1.760, -0.891, -2.151], [-1.168, -0.122, -1.243], [-0.382, -0.786, -0.057], [-1.360, -0.748, 1.189], [-2.665, -0.773, 0.970], [-3.464, -0.765, 2.022], [-2.931, -0.788, 3.329], [-1.575, -0.743, 3.549], [-0.958, -0.722, 4.912], [-0.795, -0.686, 2.385], [0.961, -0.409, 2.342], [-4.956, -0.733, 1.719], [-5.771, -0.451, 2.981], [-5.231, 0.362, 0.680], [-5.353, -2.098, 1.139], [-0.083, -2.279, -0.403], [-1.111, -3.127, -0.393], [-0.875, -4.370, -0.762], [0.421, -4.781, -1.153], [1.478, -3.911, -1.159], [2.868, -4.294, -1.555], [1.156, -2.602, -0.752], [2.370, -1.306, -0.716], [-2.024, -5.359, -0.742], [-1.683, -6.459, 0.278], [-3.328, -4.677, -0.338], [-2.172, -5.974, -2.143], [-1.208, 1.210, -1.238], [-0.050, 2.023, -0.181], [-3.107, -1.150, -4.157], [-2.926, -2.636, -3.862], [-4.602, -0.838, -4.311], [-2.361, -0.786, -5.453], [-3.123, 3.696, -2.572], [-1.365, 3.856, -2.565], [-2.241, 3.758, -1.040], [-3.437, 1.548, -3.696], [-3.603, -0.805, 4.176], [-1.711, -0.544, 5.675], [-0.196, 0.056, 4.987], [-0.475, -1.677, 5.129], [-5.475, 0.483, 3.465], [-5.703, -1.263, 3.708], [-6.822, -0.357, 2.710], [-5.006, 1.355, 1.078], [-6.287, 0.342, 0.410], [-4.644, 0.205, -0.226], [-5.138, -2.908, 1.840], [-4.821, -2.293, 0.208], [-6.424, -2.108, 0.937], [0.580, -5.813, -1.441], [2.941, -5.369, -1.704], [3.591, -4.005, -0.791], [3.153, -3.800, -2.487], [-1.524, -6.041, 1.274], [-0.797, -7.028, -0.007], [-2.514, -7.162, 0.338], [-3.306, -4.365, 0.707], [-4.152, -5.379, -0.465], [-3.529, -3.794, -0.944], [-1.283, -6.528, -2.451], [-2.382, -5.212, -2.894], [-3.003, -6.679, -2.137], [-3.498, -2.938, -2.983], [-1.880, -2.895, -3.694], [-3.286, -3.213, -4.714], [-5.136, -0.955, -3.365], [-5.041, -1.531, -5.028], [-4.782, 0.168, -4.692], [-1.292, -0.995, -5.368], [-2.489, 0.267, -5.712], [-2.756, -1.379, -6.278], [4.454, 0.908, -0.471], [3.312, 1.616, 0.065], [4.722, 0.094, 0.203], [5.317, 1.567, -0.562], [4.216, 0.516, -1.460], [2.922, 3.957, -1.714], [3.488, 3.479, 0.064], [2.340, 4.099, 1.474], [1.947, 5.441, 1.463], [1.130, 5.944, 2.464], [0.699, 5.119, 3.495], [1.096, 3.790, 3.530], [1.920, 3.293, 2.531], [5.404, 3.859, 0.336], [6.064, 4.548, -0.690], [7.427, 4.799, -0.647], [8.182, 4.340, 0.431], [7.566, 3.652, 1.483], [8.326, 3.202, 2.581], [7.711, 2.567, 3.662], [6.343, 2.380, 3.654], [5.571, 2.801, 2.565], [6.160, 3.428, 1.456], [2.925, 5.040, -1.848], [1.903, 3.600, -1.857], [3.568, 3.514, -2.471], [2.268, 6.108, 0.670], [0.829, 6.983, 2.442], [0.072, 5.521, 4.280], [0.782, 3.152, 4.346], [2.275, 2.270, 2.610], [5.505, 4.901, -1.548], [7.905, 5.341, -1.452], [9.248, 4.528, 0.471], [9.398, 3.355, 2.578], [8.303, 2.239, 4.505], [5.861, 1.915, 4.504], [4.495, 2.679, 2.603]], "lowdin_charge": [0.6737, -0.0263, -0.2192, 0.0969, -0.1720, 0.2102, -0.0077, -0.7814, -0.0073, 0.2149, -0.1533, 0.1103, -0.2073, -0.0204, -0.4780, 0.7374, -0.5392, -0.0469, -0.0340, -0.0276, 0.0032, 0.2112, -0.1643, 0.1035, -0.2127, -0.0291, -0.4707, 0.7661, -0.5396, -0.0229, -0.0535, -0.0162, -0.5036, 0.7353, -0.5445, -0.0585, -0.0277, -0.0221, 0.0981, 0.1008, 0.0836, 0.1383, 0.1308, 0.0980, 0.0772, 0.1072, 0.0974, 0.0928, 0.1006, 0.0937, 0.0981, 0.0642, 0.0938, 0.0653, 0.1015, 0.1382, 0.0977, 0.0893, 0.1019, 0.0949, 0.0872, 0.1018, 0.0793, 0.1039, 0.0554, 0.0875, 0.0733, 0.1028, 0.0732, 0.0770, 0.1012, 0.0939, 0.1009, 0.0840, 0.0936, 0.0894, 0.1003, -0.1864, -0.5157, 0.0822, 0.0732, 0.0652, -0.1602, 0.9389, -0.3035, -0.0890, -0.0508, -0.0475, -0.0625, -0.1662, -0.1389, -0.0361, 0.0191, 0.0752, -0.1467, 0.0829, 0.0087, 0.0111, 0.0625, -0.1659, 0.0449, 0.0078, 0.0454, 0.1090, 0.1195, 0.1190, 0.1099, 0.0550, 0.1111, 0.1348, 0.1434, 0.1433, 0.1339, 0.1303, 0.0980]}